1.
{
  "formula": "C24H31N6O5",
  "method": "wB97M-V/def2-TZVPD",
  "total_energy_ev": -44567.203,
  "e_homo_ev": -5.56,
  "lumo_energy_ev": 1.9,
  "gap_ev": 7.5,
  "total_charge": -1,
  "max_force_ev_per_a": 1.85,
  "species": ["O", "O", "O", "O", "O", "N", "N", "N", "N", "N", "N", "C", "C", "C", "C", "C", "C", "C", "C", "C", "C", "C", "C", "C", "C", "C", "C", "C", "C", "C", "C", "C", "C", "C", "C", "H", "H", "H", "H", "H", "H", "H", "H", "H", "H", "H", "H", "H", "H", "H", "H", "H", "H", "H", "H", "H", "H", "H", "H", "H", "H", "H", "H", "H", "H", "H"],
  "xyz": [[6.7217, -5.2771, 2.6863], [5.9105, -4.8709, 0.6043], [3.3725, -2.2563, 2.3939], [3.6590, -3.2952, 1.4029], [2.2505, -4.8767, 2.1289], [-4.8303, 5.8834, -1.2859], [0.9009, -2.7054, 0.0087], [-0.5162, 1.3204, -2.0145], [4.5086, -5.2450, 2.4305], [-6.3628, 4.1716, 2.5905], [3.6429, -3.5883, -2.8099], [-5.4108, 6.3778, -0.1521], [-7.4711, 3.6460, 3.1957], [-5.3680, 3.2358, 2.5500], [-1.0691, -2.4606, -0.9744], [5.8399, -5.0991, 1.8136], [-3.5014, 6.2020, -1.2995], [4.4845, -1.3676, 2.4739], [-2.0879, 2.8591, -2.2004], [0.3251, -1.6085, 0.5727], [-4.4424, 7.0234, 0.5685], [4.1910, -5.0940, -4.3257], [4.9750, -5.3065, -3.1541], [-1.7811, 1.6515, -1.6311], [-5.8426, 2.0968, 3.1405], [-0.9553, 3.2704, -2.9572], [-7.1803, 2.3573, 3.5510], [0.0612, -3.2356, -0.9312], [-3.2269, 6.9108, -0.1635], [3.4062, -4.5326, 1.9965], [5.7326, -1.8046, 1.8092], [-0.0029, 2.2958, -2.8178], [4.6096, -4.3632, -2.2321], [-0.9016, -1.4243, -0.0138], [3.3765, -4.0217, -4.0821], [-6.4583, 6.2269, 0.0422], [-3.0181, 3.3873, -2.0870], [1.8129, -3.0645, 0.2633], [0.9905, 2.2157, -3.2208], [0.8354, -1.0550, 1.3403], [-5.3052, 5.3642, -1.9974], [4.6916, -4.9613, 3.3793], [-0.0381, 0.4781, -1.7412], [-8.3656, 4.2295, 3.3207], [4.2240, -5.6616, -5.2403], [-5.2950, 1.1792, 3.2639], [2.6412, -3.5325, -4.6968], [-0.8510, 4.1732, -3.5346], [-1.9186, -2.6210, -1.6156], [6.4427, -1.0294, 1.9496], [3.1956, -2.8101, -2.3683], [-7.8486, 1.6762, 4.0479], [4.6896, -1.2580, 3.5083], [5.7200, -6.0667, -3.0007], [6.1272, -2.6670, 2.2731], [0.3311, -4.1177, -1.4825], [-1.5983, -0.6409, 0.2244], [-4.4146, 3.4606, 2.1059], [-2.8674, 5.8944, -2.1109], [4.1685, -0.4268, 2.0964], [4.9621, -4.1904, -1.2282], [5.6128, -1.9774, 0.7726], [-6.2847, 5.1011, 2.2266], [-2.3499, 1.0047, -0.9919], [-2.2647, 7.3016, 0.1154], [-4.5847, 7.5188, 1.5136]],
  "forces_ev_per_angstrom": [[-0.2, 0.3, -0.6], [-0.3, 0.0, -0.2], [-0.4, -1.1, -0.2], [0.0, 1.1, -0.8], [1.3, 0.4, -0.2], [0.1, 0.0, 0.0], [0.1, 0.0, -0.2], [0.1, -0.1, 0.0], [-0.2, 0.5, -0.2], [0.0, 0.0, 0.0], [-0.1, 0.1, 0.0], [-0.1, 0.0, 0.0], [0.0, 0.0, 0.0], [0.0, 0.0, 0.0], [0.0, 0.1, 0.0], [1.0, -0.3, 0.7], [0.0, 0.0, -0.1], [0.0, -0.4, -0.2], [0.0, 0.1, -0.1], [0.1, 0.0, 0.0], [0.1, 0.0, 0.0], [0.1, -0.1, 0.1], [-0.1, 0.0, -0.1], [0.0, 0.1, -0.1], [-0.1, 0.0, 0.0], [-0.1, 0.0, 0.0], [0.1, -0.1, 0.0], [0.1, 0.1, 0.1], [-0.1, 0.0, 0.1], [-1.6, -0.6, 0.6], [-0.1, 0.1, 0.1], [0.0, 0.0, 0.0], [0.0, 0.1, -0.1], [0.0, 0.0, -0.1], [0.0, 0.0, 0.1], [-0.1, 0.0, 0.0], [-0.1, 0.0, 0.0], [-0.1, -0.1, 0.2], [0.0, 0.0, 0.0], [0.0, 0.0, 0.1], [0.0, -0.1, -0.1], [-0.2, -0.6, 0.7], [-0.1, -0.1, 0.1], [0.0, 0.0, 0.0], [0.0, 0.0, 0.0], [0.0, 0.0, 0.0], [0.0, 0.0, 0.0], [0.0, 0.0, 0.0], [0.0, 0.0, 0.0], [0.8, 0.9, 0.1], [-0.1, 0.1, 0.1], [0.0, 0.0, 0.0], [0.0, 0.1, 1.2], [0.0, 0.0, 0.0], [0.5, -1.1, 0.3], [0.0, -0.1, 0.0], [-0.1, 0.0, 0.1], [0.0, 0.0, 0.0], [0.1, 0.0, 0.0], [-0.5, 1.0, -0.5], [0.0, -0.1, 0.1], [-0.1, -0.3, -1.0], [0.1, 0.1, -0.1], [-0.1, 0.0, 0.0], [0.1, 0.0, 0.0], [0.0, 0.0, 0.0]]
}

2.
{
  "formula": "C24H31N7O",
  "method": "wB97M-V/def2-TZVPD",
  "total_energy_ev": -37846.545,
  "de_lowest_kcal_mol": 543.4,
  "e_homo_ev": -7.79,
  "lumo_energy_ev": -0.1,
  "gap_ev": 7.7,
  "max_force_ev_per_a": 17.87,
  "species": ["O", "N", "N", "N", "N", "N", "N", "N", "C", "C", "C", "C", "C", "C", "C", "C", "C", "C", "C", "C", "C", "C", "C", "C", "C", "C", "C", "C", "C", "C", "C", "C", "H", "H", "H", "H", "H", "H", "H", "H", "H", "H", "H", "H", "H", "H", "H", "H", "H", "H", "H", "H", "H", "H", "H", "H", "H", "H", "H", "H", "H", "H", "H"],
  "xyz": [[-5.0167, -1.6560, 1.4811], [2.4862, -2.6682, 1.0024], [-3.3876, -1.2286, -0.6860], [0.9514, 1.0516, 1.1882], [1.2378, -2.1916, 0.6352], [3.4042, -1.9678, 0.8644], [-0.5892, -0.9312, -0.9419], [2.9946, -0.7904, -0.2177], [-1.2595, -0.7301, 0.4951], [0.8521, 2.4141, 1.7184], [0.6917, 1.1241, -0.1186], [1.6092, -1.1517, -0.1878], [4.4372, 0.9987, 0.7063], [0.8568, 3.4918, 1.1397], [-2.5822, -1.7465, 0.4456], [-2.7954, -0.8227, -1.9163], [6.5332, -0.3297, 0.5568], [-5.5174, -2.8853, 0.8535], [3.9047, 0.1538, -0.4420], [-5.6769, 1.7111, -0.3805], [5.5605, 0.0481, 1.5165], [-4.6309, 0.9680, -1.0702], [-5.1950, -0.5873, 0.7745], [6.0467, -0.9760, -0.7038], [-4.4414, -0.2340, -0.3722], [0.5734, 3.4262, -0.1753], [4.9213, -0.5469, -1.3940], [0.6691, 2.1755, -0.8456], [-6.4349, 1.4743, 0.6018], [0.7067, -0.1581, -0.6804], [-1.5879, -0.0470, -1.9140], [-6.1832, 0.1798, 1.0568], [4.3404, -0.8580, -2.0702], [-3.3750, -0.5307, -2.4801], [-4.9255, -2.9943, -0.2060], [0.1638, 4.5153, -0.7106], [5.9157, 0.6160, 2.2606], [7.4403, -0.6544, 0.9872], [5.4233, 0.4383, -1.7187], [3.0114, 0.8819, -0.7347], [1.2557, -0.0606, -1.9434], [-5.6877, 2.8586, -1.0715], [-2.2224, -2.7591, 0.0732], [5.5877, -2.0278, 0.0236], [-6.5794, -2.8332, 0.5907], [0.6959, 4.5282, 1.6600], [5.0781, -0.9495, 1.8495], [0.4168, 2.3625, -2.0564], [6.7618, -1.3757, -1.3759], [-2.9768, -1.9601, 1.3341], [-2.4354, -2.0815, -2.3177], [-5.2545, -3.7497, 1.4200], [-6.9867, 2.2483, 1.1707], [1.1627, 2.3505, 2.8048], [4.8051, 1.8021, 0.2522], [3.6606, 1.1667, 1.4854], [-0.9045, -0.1928, -2.6793], [-6.7668, 0.0199, 1.9637], [7.0892, 0.6171, -0.1466], [-4.0788, 1.2171, -1.7426], [-1.6566, 0.8163, -1.4119], [-1.4921, 0.2879, 0.7458], [-0.6044, -1.2678, 1.0546]],
  "forces_ev_per_angstrom": [[-0.2, -4.6, 1.6], [-4.3, -2.5, 2.6], [-3.6, 3.0, 1.6], [-1.7, 5.6, 1.0], [2.6, 1.8, -3.8], [4.5, 3.1, -3.1], [-2.0, 4.0, 2.4], [-6.3, -9.5, 6.6], [-2.9, -3.7, -3.5], [3.7, -13.0, 8.0], [2.1, -4.4, 4.1], [3.0, 1.0, 3.1], [-0.6, -6.6, 4.1], [-2.3, 10.8, -2.6], [5.0, 1.6, -6.0], [10.9, -11.8, 7.8], [3.9, 4.3, -5.6], [1.9, 1.1, -3.5], [-1.8, 3.6, -1.3], [5.0, 7.2, -10.4], [-4.9, -0.5, -2.6], [-8.2, -5.0, 11.4], [1.3, 0.6, -3.6], [-0.2, -9.0, 5.7], [3.2, -2.0, -0.3], [-1.0, 2.6, -4.7], [2.1, 10.9, 4.1], [-2.8, 9.5, -6.2], [-2.0, -0.8, 3.5], [-0.8, -4.5, -8.8], [3.8, -4.6, 2.8], [-5.0, 3.3, 4.7], [-3.2, -3.8, -5.5], [-10.9, 4.9, -10.0], [-1.4, 0.2, 2.4], [1.7, -3.6, 1.1], [1.4, 1.7, 3.0], [0.8, -1.5, 0.2], [-0.8, -0.6, -1.3], [2.6, 0.0, -1.7], [-1.7, 0.1, 3.2], [-0.4, -3.0, 2.6], [0.2, 1.2, 0.3], [1.3, 1.6, -2.6], [0.1, 0.2, 0.5], [0.8, -2.2, -0.7], [0.4, 2.0, -0.1], [0.9, -1.6, 3.4], [1.1, -0.2, -0.2], [-2.1, 0.1, 3.2], [-0.7, 3.8, 0.3], [0.0, -0.2, 0.8], [0.0, -0.9, -0.7], [-1.0, 0.2, -1.0], [2.0, 3.6, -1.2], [0.2, 0.4, -1.0], [0.3, 0.9, -2.6], [0.1, -1.0, 0.0], [-1.3, -0.8, 2.5], [5.8, 3.5, -7.9], [-0.2, 3.8, 1.0], [-0.1, 0.3, 0.2], [1.8, -0.6, 2.4]]
}

3.
{
  "formula": "C24H31N7O2Pd",
  "method": "wB97M-V/def2-TZVPD",
  "total_energy_ev": -43383.516,
  "de_lowest_kcal_mol": 40.1,
  "e_homo_ev": [-13.30, -13.30],
  "lumo_energy_ev": [-7.7, -7.8],
  "gap_ev": [5.6, 5.5],
  "total_charge": 2,
  "max_force_ev_per_a": 2.36,
  "species": ["Pd", "O", "O", "N", "N", "N", "N", "N", "N", "N", "C", "C", "C", "C", "C", "C", "C", "C", "C", "C", "C", "C", "C", "C", "C", "C", "C", "C", "C", "C", "C", "C", "C", "C", "H", "H", "H", "H", "H", "H", "H", "H", "H", "H", "H", "H", "H", "H", "H", "H", "H", "H", "H", "H", "H", "H", "H", "H", "H", "H", "H", "H", "H", "H", "H"],
  "xyz": [[-0.0549, 0.3423, 0.1001], [-1.7024, 0.9337, -1.4497], [-2.5112, -2.3421, 1.5009], [-0.5235, 0.1683, 2.3045], [3.8818, -0.9426, -0.4109], [-3.7295, -0.1143, -0.9304], [-1.8049, -0.7549, -0.0128], [-0.6667, 3.0123, 0.4638], [2.0481, 0.1592, -0.0295], [1.4129, 2.7329, 2.3865], [-5.8133, -2.0035, -1.5604], [2.6008, -1.0427, -0.0402], [-6.0770, 1.1208, 3.3337], [-2.7587, -1.5475, 0.6382], [-5.0412, -2.1995, -0.4229], [-0.6382, 4.0841, 2.6818], [-5.1497, -3.3943, 0.2756], [-6.7804, -4.1874, -1.3104], [-4.1544, -1.0748, 0.1101], [-6.0145, -4.3836, -0.1729], [-2.1560, 2.0941, 2.2445], [-1.4937, 3.3441, 1.6549], [-4.8049, -0.7853, 2.5724], [-0.3548, 1.9844, 4.0233], [-6.1127, 1.6055, 2.0333], [-1.2711, 1.1843, 3.1081], [-4.8188, -0.2937, 1.2700], [-5.4875, 0.9021, 1.0113], [3.0319, 1.0595, -0.4173], [-6.6792, -2.9953, -2.0061], [0.3526, 3.1754, 3.3983], [-2.4214, 0.0564, -0.8869], [-5.4263, -0.0773, 3.5962], [4.1773, 0.3793, -0.6565], [-0.2860, 3.8709, 0.0728], [-4.5561, -3.5654, 1.1639], [-4.3273, 0.3745, -1.5728], [-2.3013, 4.0164, 1.3672], [-6.5728, 1.6605, 4.1310], [-6.6436, 2.5223, 1.8073], [-5.7603, -1.0814, -2.1283], [-1.2738, 2.6435, -0.2677], [-1.1888, -0.5562, 2.0462], [-7.2723, -2.8310, -2.8964], [-2.9958, 2.4266, 2.8609], [0.1438, -0.3151, 2.9008], [-6.0875, -5.3145, 0.3752], [-0.1222, 4.9286, 2.2107], [-2.6088, 1.5042, 1.4445], [0.3540, 1.3262, 4.5405], [0.8985, 3.7159, 4.1675], [4.5196, -1.7177, -0.5104], [5.1507, 0.7079, -0.9790], [-5.4197, -0.4822, 4.6015], [2.0431, 3.5055, 2.1655], [-1.2925, 4.5152, 3.4416], [-7.4554, -4.9606, -1.6532], [-4.3240, -1.7305, 2.7946], [1.9805, 1.9573, 2.7268], [0.9327, 2.4684, 1.5083], [2.8363, 2.1113, -0.5416], [2.1129, -1.9719, 0.2026], [-1.9331, 0.6177, 3.7624], [-0.9865, 2.4105, 4.8060], [-5.5474, 1.2986, 0.0059]],
  "forces_ev_per_angstrom": [[-1.3, -1.6, 1.1], [-0.2, -0.2, -0.3], [0.0, -0.1, 0.2], [0.4, -0.2, -0.5], [0.2, 0.1, -0.1], [-0.2, -0.5, 0.1], [0.2, 0.0, 0.2], [0.0, 0.1, 0.3], [0.3, 0.8, -0.1], [0.0, 0.1, 0.3], [-0.1, 0.0, -0.2], [0.0, 0.3, 0.0], [0.0, 0.0, 0.0], [0.2, 0.7, -0.3], [0.1, 0.2, 0.1], [0.1, 0.1, 0.0], [0.0, -0.1, 0.1], [0.0, -0.1, 0.0], [0.0, 0.1, 0.0], [0.1, 0.0, 0.1], [0.1, -0.1, 0.0], [0.1, 0.0, -0.1], [0.0, 0.0, 0.1], [0.2, -0.1, 0.1], [0.0, -0.1, 0.0], [-0.1, 0.2, -0.2], [-0.1, 0.0, -0.1], [0.0, 0.0, 0.0], [-0.2, -0.2, 0.1], [0.1, 0.1, 0.0], [0.0, 0.0, -0.2], [0.4, 1.2, -0.6], [0.0, 0.0, 0.0], [0.1, -0.2, 0.0], [0.0, 0.1, 0.0], [0.0, 0.0, 0.0], [0.0, 0.0, 0.0], [-0.1, 0.1, -0.1], [0.0, 0.0, 0.0], [0.0, 0.0, 0.0], [0.0, 0.0, 0.0], [0.1, -0.1, -0.1], [-0.1, -0.2, 0.3], [0.0, 0.0, 0.0], [0.0, -0.1, 0.0], [0.1, 0.1, 0.0], [0.0, 0.0, 0.0], [0.0, 0.0, 0.0], [-0.1, 0.0, 0.0], [0.0, 0.0, 0.0], [0.0, 0.0, 0.0], [0.0, 0.0, 0.0], [0.0, -0.1, 0.0], [0.0, 0.0, 0.0], [0.0, 0.0, 0.1], [0.0, 0.0, 0.0], [0.0, 0.0, 0.0], [0.0, 0.1, 0.0], [0.0, 0.0, 0.0], [-0.2, -0.1, -0.2], [0.0, 0.0, 0.0], [0.0, 0.0, 0.0], [-0.1, -0.1, 0.0], [0.1, 0.0, 0.1], [0.0, 0.0, 0.0]]
}